# 1
{"formula": "C23H24N3O5PdSi", "method": "wB97M-V/def2-TZVPD", "symbols": ["Pd", "O", "C", "N", "C", "O", "C", "C", "C", "C", "C", "N", "C", "C", "C", "C", "C", "N", "H", "H", "H", "H", "H", "H", "H", "H", "O", "C", "C", "C", "C", "C", "C", "C", "O", "O", "H", "H", "H", "H", "H", "C", "Si", "C", "C", "C", "H", "H", "H", "H", "H", "H", "H", "H", "H", "H", "H"], "xyz": [[-1.486, 1.240, 0.187], [-4.092, 4.334, 0.105], [-3.146, 3.594, 0.115], [-3.162, 2.217, 0.184], [-4.332, 1.476, 0.236], [-5.460, 1.886, 0.202], [-4.030, 0.016, 0.392], [-5.040, -0.922, 0.379], [-4.710, -2.251, 0.587], [-3.387, -2.582, 0.832], [-2.426, -1.587, 0.823], [-2.743, -0.312, 0.587], [-1.741, 4.121, 0.055], [-1.559, 5.489, 0.047], [-0.273, 5.997, -0.021], [0.776, 5.098, -0.094], [0.508, 3.742, -0.087], [-0.727, 3.239, -0.002], [-6.052, -0.580, 0.216], [-5.475, -3.016, 0.574], [-3.088, -3.601, 1.031], [-1.394, -1.799, 1.050], [-2.441, 6.112, 0.093], [-0.096, 7.064, -0.026], [1.803, 5.428, -0.162], [1.329, 3.051, -0.177], [0.419, -2.748, 1.449], [0.566, -3.240, 0.188], [0.828, -4.592, -0.006], [0.952, -5.108, -1.282], [0.802, -4.285, -2.392], [0.536, -2.946, -2.202], [0.437, -2.391, -0.920], [0.138, -0.940, -0.872], [-0.225, -0.329, -1.841], [0.230, -0.277, 0.346], [0.496, -3.473, 2.081], [0.932, -5.240, 0.857], [1.158, -6.162, -1.410], [0.887, -4.688, -3.391], [0.407, -2.283, -3.046], [4.043, 0.721, -1.223], [3.312, 0.015, 0.333], [4.023, 0.730, 1.893], [3.364, -1.835, 0.341], [1.495, 0.712, 0.313], [5.091, 0.422, -1.306], [4.019, 1.813, -1.240], [3.523, 0.350, -2.109], [5.070, 0.433, 1.993], [3.491, 0.365, 2.775], [3.993, 1.821, 1.898], [4.411, -2.142, 0.402], [2.954, -2.264, -0.570], [2.841, -2.243, 1.204], [1.118, 1.184, 1.216], [1.132, 1.162, -0.608]], "forces_ev_per_angstrom": [[-0.102, -0.003, 0.627], [0.004, -0.033, 0.013], [-0.050, 0.008, 0.017], [0.017, 0.007, -0.064], [-0.096, 0.085, 0.042], [0.058, 0.000, -0.073], [-0.052, -0.129, 0.028], [0.003, 0.021, 0.054], [-0.012, -0.030, 0.010], [0.024, 0.027, 0.021], [-0.046, 0.006, 0.124], [-0.039, -0.021, -0.410], [0.007, 0.157, -0.013], [0.058, 0.021, -0.017], [-0.058, -0.062, 0.013], [-0.016, 0.021, -0.015], [0.142, 0.006, -0.077], [-0.081, -0.175, -0.074], [-0.004, -0.004, -0.001], [-0.001, 0.005, 0.003], [-0.006, -0.003, -0.009], [-0.012, 0.019, -0.012], [0.003, 0.010, 0.000], [0.004, 0.003, 0.004], [-0.006, 0.006, -0.007], [-0.038, -0.058, 0.071], [0.075, 0.000, -0.017], [-0.036, -0.030, -0.026], [-0.034, -0.012, -0.002], [-0.001, -0.014, 0.019], [0.004, 0.023, -0.018], [0.070, 0.019, -0.027], [-0.208, 0.018, 0.230], [-0.208, -0.382, -0.164], [0.118, 0.217, 0.003], [0.719, -0.045, -0.353], [0.030, 0.000, 0.011], [0.010, 0.005, -0.001], [0.007, 0.004, 0.001], [0.002, 0.003, 0.001], [0.001, -0.009, -0.010], [0.237, -0.038, 0.026], [-0.516, 0.331, 0.026], [0.233, -0.020, -0.022], [0.237, -0.042, 0.016], [-2.194, -1.750, 0.085], [-0.001, 0.025, -0.053], [-0.038, -0.005, -0.001], [-0.018, 0.013, 0.008], [-0.002, 0.026, 0.047], [-0.017, 0.006, -0.011], [-0.033, -0.006, 0.006], [0.001, 0.016, 0.038], [0.035, -0.045, -0.020], [0.015, -0.021, -0.010], [0.883, 0.901, -0.062], [0.932, 0.929, 0.028]], "energy_ha": -1848.53299, "relative_energy_kj_mol": 106.7, "total_charge": 1, "homo_energy_ha": -0.44186, "gap_ev": 8.7, "multiplicity": 1}

=====

# 2
{"formula": "C31H54N8O2P2", "method": "wB97M-V/def2-TZVPD", "symbols": ["C", "C", "C", "C", "C", "C", "C", "N", "C", "C", "C", "C", "C", "C", "C", "C", "C", "C", "N", "C", "C", "H", "H", "H", "H", "H", "H", "H", "H", "H", "H", "H", "H", "H", "H", "H", "H", "H", "H", "O", "P", "N", "C", "C", "N", "C", "C", "N", "C", "C", "H", "H", "H", "H", "H", "H", "H", "H", "H", "H", "H", "H", "H", "H", "H", "H", "H", "H", "O", "P", "N", "C", "C", "N", "C", "C", "N", "C", "C", "H", "H", "H", "H", "H", "H", "H", "H", "H", "H", "H", "H", "H", "H", "H", "H", "H", "H"], "xyz": [[-4.140, -1.785, -3.854], [-3.070, -2.728, -3.639], [-1.574, -2.281, -3.197], [-1.647, -2.014, -1.621], [-2.622, -2.854, -0.715], [-2.691, -2.534, 0.787], [-1.832, -1.406, 1.503], [-2.040, -1.261, 2.917], [-1.223, -0.179, 3.360], [-0.260, 0.706, 2.507], [0.500, 1.885, 3.267], [1.570, 2.700, 2.440], [1.509, 3.137, 0.958], [2.583, 3.950, 0.195], [3.843, 4.432, 0.974], [3.926, 4.038, 2.478], [2.851, 3.182, 3.231], [3.118, 2.896, 4.777], [-0.072, 0.471, 1.117], [-0.876, -0.598, 0.600], [-0.804, -0.925, -0.927], [-5.064, -1.800, -3.185], [-4.076, -1.009, -4.695], [-3.309, -3.837, -3.756], [-1.424, -1.241, -3.688], [-0.771, -3.023, -3.522], [-3.319, -3.674, -1.113], [-3.423, -3.147, 1.423], [-1.307, 0.067, 4.486], [0.981, 1.404, 4.205], [-0.324, 2.580, 3.696], [0.582, 2.814, 0.352], [2.440, 4.187, -0.926], [4.667, 5.043, 0.484], [4.840, 4.422, 3.054], [3.184, 1.777, 5.001], [2.231, 3.347, 5.373], [4.043, 3.486, 5.144], [-0.114, -0.295, -1.596], [-3.028, -5.230, 2.672], [-2.059, -6.247, 3.310], [-3.348, -7.314, 3.708], [-3.606, -8.056, 4.925], [-3.942, -8.009, 2.562], [-1.691, -5.162, 4.622], [-2.402, -5.185, 5.889], [-1.592, -3.747, 4.224], [-0.889, -7.394, 3.973], [-0.646, -8.595, 3.182], [-0.267, -7.451, 5.278], [-2.935, -8.906, 5.064], [-4.630, -8.451, 4.931], [-3.576, -7.431, 5.813], [-3.299, -8.826, 2.212], [-4.100, -7.326, 1.725], [-4.924, -8.432, 2.797], [-3.482, -5.035, 5.765], [-2.030, -4.403, 6.562], [-2.224, -6.104, 6.446], [-2.584, -3.286, 4.133], [-1.075, -3.636, 3.270], [-1.029, -3.170, 4.965], [-1.295, -9.419, 3.493], [0.393, -8.934, 3.258], [-0.826, -8.398, 2.120], [-0.941, -7.868, 6.030], [0.096, -6.478, 5.612], [0.626, -8.088, 5.272], [1.685, 5.034, -3.139], [1.515, 5.563, -4.578], [3.013, 4.878, -5.071], [4.075, 5.437, -5.881], [3.007, 3.417, -5.190], [1.700, 7.215, -4.054], [2.981, 7.903, -4.052], [1.064, 7.512, -2.760], [1.228, 6.150, -6.220], [0.877, 5.140, -7.212], [1.479, 7.447, -6.811], [3.822, 5.502, -6.941], [4.985, 4.828, -5.806], [4.401, 6.413, -5.533], [2.494, 3.092, -6.104], [2.502, 2.953, -4.341], [4.017, 2.998, -5.206], [3.733, 7.385, -3.444], [2.877, 8.922, -3.661], [3.368, 8.056, -5.058], [1.693, 7.184, -1.919], [0.093, 7.022, -2.671], [0.896, 8.587, -2.645], [1.761, 4.767, -7.738], [0.175, 5.524, -7.960], [0.378, 4.290, -6.735], [2.534, 7.580, -7.061], [1.148, 8.268, -6.174], [0.917, 7.581, -7.743]], "forces_ev_per_angstrom": [[1.804, -1.238, 0.062], [-0.896, 1.349, -0.310], [-1.484, 1.001, -0.937], [0.368, 0.928, 3.626], [1.631, 2.668, 2.982], [1.171, 0.715, -2.589], [-0.900, -1.639, -2.210], [4.064, 4.589, -2.673], [-0.456, -0.696, -1.046], [-1.091, -1.965, -1.734], [-0.500, -0.424, -0.194], [3.639, 2.366, -0.883], [1.313, 0.384, 0.895], [0.815, -0.575, 3.649], [-3.423, -2.501, 1.929], [-2.200, -0.735, -1.752], [0.251, 1.148, -3.250], [-0.803, 0.937, -0.410], [-2.493, -1.548, 3.538], [-0.772, -0.778, -0.116], [-2.055, -2.039, -0.066], [0.606, -0.910, -2.015], [0.521, -0.125, 2.325], [0.166, 1.374, 1.726], [0.141, -1.691, 0.731], [-1.034, 1.035, 0.641], [1.358, 1.498, 0.576], [1.405, 1.043, -0.931], [0.182, -0.436, -2.005], [-0.567, 0.845, -1.635], [1.314, -0.957, -0.810], [1.770, 0.558, 1.142], [0.141, -0.428, 2.074], [-1.307, -0.968, 0.770], [-1.582, -0.779, -0.808], [0.068, 1.612, -0.261], [1.342, -0.914, -0.849], [-1.381, -1.272, -0.770], [-1.133, -1.003, 1.353], [2.595, -1.010, -3.532], [-3.653, 1.367, 7.181], [-1.440, -1.136, -0.875], [0.495, -0.097, 0.304], [-0.106, 0.366, -0.336], [1.053, 0.848, 0.626], [0.080, -0.490, 0.174], [-0.260, -0.306, -0.271], [0.515, -0.029, -2.465], [-0.205, -0.050, -0.307], [1.004, 0.760, 0.206], [0.128, -0.268, 0.168], [0.175, 0.080, -0.413], [0.302, 0.063, -0.069], [-0.137, -0.172, -0.031], [0.155, 0.100, 0.074], [0.136, 0.085, 0.199], [-0.077, -0.012, 0.052], [0.032, 0.087, -0.361], [-0.142, -0.144, -0.092], [0.236, -0.080, -0.072], [-0.121, -0.047, 0.062], [0.054, -0.245, 0.115], [0.007, -0.104, 0.047], [-0.085, 0.143, 0.055], [-0.064, -0.095, 0.127], [-0.173, 0.064, -0.044], [-0.359, -0.006, -0.039], [-0.165, -0.068, -0.326], [-3.830, -2.048, -1.147], [6.627, 4.543, 1.094], [0.902, -1.767, -0.209], [-0.199, 0.426, -0.364], [-0.193, -0.189, 0.447], [-0.680, 1.310, 0.295], [0.168, 0.005, -0.495], [-0.073, -0.355, 0.089], [-1.770, -1.729, 0.322], [-0.002, -0.370, 0.103], [-0.865, 0.924, 0.205], [0.057, 0.081, -0.324], [-0.392, -0.220, 0.088], [-0.291, 0.104, -0.056], [0.133, -0.149, -0.087], [-0.101, 0.164, 0.009], [-0.020, 0.256, -0.020], [0.090, -0.002, 0.006], [-0.246, -0.240, 0.137], [0.087, -0.201, -0.044], [-0.176, -0.025, -0.041], [0.125, -0.020, 0.017], [0.094, -0.001, -0.284], [0.046, 0.003, -0.100], [0.066, 0.066, 0.153], [0.147, 0.035, -0.086], [0.097, -0.089, 0.139], [0.264, -0.190, 0.148], [-0.034, -0.360, 0.082]], "energy_ha": -2484.18230, "homo_energy_ha": -0.29016, "gap_ev": 6.9, "multiplicity": 1}